DFT (ωB97M-V/def2-TZVPD) results for C10H20ClIInN2OPSe as an isolated structure in a non-equilibrium geometry.

The total energy is -116140.496 eV. Its energy above the lowest of the compared OMol25 structures with the same formula, charge and spin is 0.0 kJ/mol. Its total charge is +2. The calculation puts the HOMO energy at -14.62 eV.

Geometry (Å):
C1 -0.291 -3.528 -2.560
I1 1.619 -2.336 -2.582
H1 -1.137 -2.971 -2.132
H2 -0.081 -4.413 -1.950
H3 -0.505 -3.795 -3.596
In1 -0.016 -0.916 -0.904
P1 -0.346 1.106 -2.445
C2 1.278 1.501 -3.204
C3 -1.408 0.725 -3.871
H4 -1.865 2.652 -1.360
H5 -1.061 3.373 -2.812
H6 -0.152 3.220 -1.251
C4 -0.912 2.759 -1.904
H7 -2.417 0.483 -3.503
H8 -1.451 1.619 -4.512
H9 1.099 2.247 -3.994
H10 1.734 0.599 -3.634
H11 -1.000 -0.128 -4.432
H12 1.942 1.928 -2.438
C5 3.033 -0.250 -0.291
O1 4.114 -0.633 -0.295
Cl1 -1.721 -2.011 0.295
C6 -2.268 0.998 3.021
N1 -1.087 0.224 3.336
C7 -0.941 -0.568 4.467
C8 0.333 -1.034 4.476
N2 0.962 -0.526 3.348
C9 2.374 -0.685 3.029
C10 0.079 0.226 2.621
Se1 0.471 1.085 1.000
H13 -3.011 0.390 2.495
H14 -1.994 1.854 2.401
H15 -2.707 1.346 3.960
H16 -1.743 -0.703 5.164
H17 0.868 -1.653 5.171
H18 2.906 -0.856 3.974
H19 2.537 -1.549 2.367
H20 2.765 0.222 2.544

=====

DFT (ωB97M-V/def2-TZVPD) results for an isolated ion of composition C10H20ClN4O and charge +1 in a non-equilibrium geometry.

The total energy is -31214.292 eV. Its energy above the lowest of the compared OMol25 structures with the same formula, charge and spin is 0.0 kJ/mol. Its total charge is +1. Its SMILES is CCCONc1ncn(Cl)[n+]1CCC(C)C. The calculation puts the HOMO energy at -12.50 eV.

Geometry (Å):
C1 -0.494 -4.305 1.327
C2 -0.571 -3.051 2.261
C3 -1.227 -1.803 1.595
O1 -0.162 -0.967 1.064
N1 0.088 -1.281 -0.246
C4 0.841 -0.573 -1.059
N2 1.089 -0.957 -2.326
C5 1.913 -0.060 -2.854
N3 2.124 0.845 -1.916
Cl1 3.171 2.133 -2.282
N4 1.466 0.598 -0.766
C6 1.548 1.437 0.437
C7 0.210 2.036 0.948
C8 -0.806 2.509 -0.144
C9 -0.168 3.192 -1.380
C10 -1.814 1.373 -0.532
H1 -0.771 -4.054 0.293
H2 -1.200 -5.058 1.709
H3 0.516 -4.732 1.386
H4 0.464 -2.748 2.487
H5 -1.094 -3.234 3.209
H6 -1.798 -1.238 2.344
H7 -1.946 -2.084 0.808
H8 -0.306 -2.141 -0.615
H9 2.362 -0.025 -3.840
H10 2.239 2.273 0.259
H11 2.019 0.839 1.234
H12 -0.320 1.394 1.661
H13 0.485 2.942 1.520
H14 -1.432 3.276 0.345
H15 0.071 2.415 -2.128
H16 0.710 3.810 -1.140
H17 -0.947 3.811 -1.851
H18 -1.506 0.806 -1.421
H19 -2.776 1.868 -0.742
H20 -1.977 0.750 0.357

=====

Number 1: HOMO-LUMO gap 7.0 eV. Number 2: HOMO-LUMO gap 9.1 eV.